[1]
{
  "formula": "C6H26NO6S",
  "method": "wB97M-V/def2-TZVPD",
  "elements": ["C", "C", "S", "C", "N", "C", "C", "C", "H", "H", "H", "H", "H", "H", "H", "H", "H", "H", "H", "H", "H", "H", "H", "H", "O", "H", "H", "O", "H", "H", "O", "H", "H", "O", "H", "H", "O", "H", "H", "O"],
  "positions_angstrom": [[-1.34284, 0.37328, -1.54171], [-2.46371, 1.09258, -0.68459], [-1.71267, 2.61868, 0.09780], [-0.34195, -0.30318, -0.60631], [0.22821, -1.62504, -0.87357], [1.29688, -1.91687, 0.07009], [1.03709, -3.21724, 0.86000], [0.81101, -1.55737, -2.25006], [-1.95182, -0.30788, -2.11016], [-0.83369, 1.15370, -2.09959], [-2.93789, 0.41311, 0.01823], [-3.18109, 1.50093, -1.37489], [0.43326, 0.51846, -0.53405], [-0.67464, -0.29870, 0.43857], [1.49659, -1.11699, 0.79975], [2.31156, -2.01926, -0.34352], [1.22132, -3.30039, 1.93121], [0.02877, -3.62163, 0.72257], [1.79468, -3.92814, 0.44619], [1.63547, -0.83817, -2.37613], [1.38782, -2.52843, -2.34598], [0.04878, -1.66615, -3.03579], [-1.46944, 1.84793, 1.98971], [-1.68631, 2.57850, 3.35865], [-1.24902, 1.81215, 2.97881], [-0.13885, 3.97252, -1.99455], [0.96877, 2.90072, -1.95448], [0.71274, 3.73305, -2.37755], [-2.44454, -2.58177, -1.80299], [-1.05805, -3.12856, -1.51124], [-1.93260, -3.39254, -1.86204], [0.80786, 2.35738, 2.87151], [1.83110, 1.26546, 2.49355], [1.67151, 2.21994, 2.45825], [-0.31980, 0.33229, 3.55279], [-0.28341, -0.94871, 2.81050], [0.28999, -0.41973, 3.37870], [1.33681, 2.32321, 0.42553], [2.67202, 3.11779, 0.20342], [2.00007, 2.58507, -0.22662]],
  "e_homo_ev": -3.808,
  "de_lowest_kcal_mol": 10.3,
  "orbital_gap_ev": 6.902,
  "charge": -1
}


[2]
{
  "formula": "C3H5NS3",
  "method": "wB97M-V/def2-TZVPD",
  "elements": ["C", "S", "C", "S", "N", "C", "S", "H", "H", "H", "H", "H"],
  "positions_angstrom": [[0.55095, 0.06357, 2.16595], [0.73106, -1.22073, 0.90970], [0.58456, -0.40327, -0.60687], [1.23698, -1.16433, -1.91945], [0.20974, 0.94877, -0.72937], [-0.93657, 1.65606, -0.35189], [-2.22399, 1.17547, 0.55692], [-0.52587, 0.18995, 2.39866], [1.06494, 0.97274, 1.92464], [1.04408, -0.40878, 3.03227], [0.73314, 1.40247, -1.48146], [-0.88282, 2.65760, -0.76621]],
  "smiles": "CSC(=S)NC=S",
  "e_homo_ev": -8.743,
  "de_lowest_kcal_mol": 9.7,
  "orbital_gap_ev": 7.904,
  "charge": 0
}


[3]
{
  "formula": "C7H17N2O2P",
  "method": "wB97M-V/def2-TZVPD",
  "elements": ["C", "C", "C", "C", "C", "C", "C", "N", "N", "O", "O", "P", "H", "H", "H", "H", "H", "H", "H", "H", "H", "H", "H", "H", "H", "H", "H", "H", "H"],
  "positions_angstrom": [[0.44913, -3.41080, 1.62425], [0.53305, 2.57400, -1.86289], [0.70976, 2.39101, 0.67690], [1.84053, 0.53053, -0.93992], [-3.03569, -0.36905, -0.21768], [0.44255, -2.63438, 0.33165], [0.64082, 1.57411, -0.61559], [-0.49887, 0.71670, -0.53078], [-0.55061, -0.63094, 0.94248], [-2.11503, 1.55831, 1.55121], [-0.71652, -1.83418, 0.32645], [-1.69369, 0.60703, 0.52486], [1.23594, -4.18936, 1.64146], [0.59716, -2.69214, 2.38311], [-0.57578, -3.69754, 1.73570], [0.77930, 1.94118, -2.79440], [-0.54071, 2.90364, -2.07019], [1.25575, 3.30969, -1.51073], [-0.10711, 3.06680, 0.79314], [1.66752, 2.97680, 0.74632], [0.89002, 1.67774, 1.49678], [1.83903, -0.31100, -0.21076], [1.73544, 0.11448, -1.88041], [2.80741, 0.89185, -0.74801], [-2.38789, -1.19940, -0.60838], [-3.87000, -0.77351, 0.46850], [-3.34551, 0.19301, -1.07820], [0.62844, -3.33043, -0.49934], [1.38558, -1.95414, 0.32448]],
  "e_homo_ev": [-9.403, -9.403],
  "de_lowest_kcal_mol": 123.3,
  "orbital_gap_ev": [9.145, 9.148],
  "charge": 0
}


[4]
{
  "formula": "C2H10BClCr2N2O8",
  "method": "wB97M-V/def2-TZVPD",
  "elements": ["Cr", "Cr", "Cl", "O", "O", "O", "O", "B", "H", "H", "H", "H", "C", "N", "O", "O", "H", "H", "H", "C", "N", "O", "O", "H", "H", "H"],
  "positions_angstrom": [[-1.89095, -2.48409, 0.67289], [-2.80586, 0.77709, -2.77633], [-1.04478, -0.12740, -0.72618], [-0.59780, 1.17015, -0.35923], [-1.47423, -0.86855, 0.46199], [-2.19094, 0.11349, -1.53949], [-0.06907, -0.89999, -1.48491], [-1.52360, -3.14113, -0.90425], [-2.02256, -2.67564, -1.74007], [-0.91709, -3.99654, -1.15854], [-0.97234, -2.43156, -0.30687], [-2.22510, -3.62878, -0.24521], [-0.07273, 1.21364, 1.93164], [0.78511, 2.08920, 2.83109], [0.92837, 3.20236, 2.46148], [1.25169, 1.65199, 3.86900], [0.66001, 0.48813, 1.57834], [-0.41320, 1.80430, 1.08117], [-0.96819, 0.92142, 2.48015], [1.56517, 1.27993, -0.90042], [2.99662, 0.71999, -0.87456], [3.27201, -0.07149, -1.76791], [3.71002, 0.97881, 0.06047], [1.31612, 1.29881, 0.16058], [1.08147, 0.40655, -1.33783], [1.62176, 2.20934, -1.46706]],
  "e_homo_ev": [-15.831, -15.841],
  "s2": 20.03,
  "orbital_gap_ev": [3.316, 4.244],
  "spin_multiplicity": 9,
  "charge": 2
}


[5]
{
  "formula": "C3H7NS",
  "method": "wB97M-V/def2-TZVPD",
  "elements": ["C", "C", "C", "N", "S", "H", "H", "H", "H", "H", "H", "H"],
  "positions_angstrom": [[-0.26624, -1.39671, -0.19358], [0.15158, 0.10101, 0.16834], [-1.09013, 1.09118, 0.29185], [1.23210, 0.74581, 0.37516], [2.60510, -0.14410, 0.25099], [-1.41795, -1.48969, 0.12344], [-0.70402, -1.45573, -1.20023], [-0.02533, -2.49188, 0.04183], [-0.64859, 2.10395, 0.13352], [-1.73090, 1.40303, 1.02870], [-1.43668, 0.78968, -0.71883], [3.33106, 0.74347, -0.30120]],
  "smiles": "CC(C)=NS",
  "e_homo_ev": -8.568,
  "de_lowest_kcal_mol": 70.6,
  "orbital_gap_ev": 9.498,
  "charge": 0
}


[6]
{
  "formula": "C23H32FN6O2P",
  "method": "wB97M-V/def2-TZVPD",
  "elements": ["C", "C", "C", "N", "C", "H", "H", "H", "H", "H", "C", "C", "C", "N", "C", "H", "H", "H", "H", "H", "C", "C", "C", "N", "C", "H", "H", "H", "H", "H", "C", "C", "C", "N", "C", "H", "H", "H", "H", "H", "C", "C", "C", "N", "C", "H", "H", "H", "H", "H", "O", "N", "O", "P", "C", "C", "C", "F", "H", "H", "H", "H", "H", "H", "H"],
  "positions_angstrom": [[0.85053, -0.77182, -1.96294], [1.87763, -1.49557, -2.62742], [3.02557, -1.34522, -1.88951], [2.72620, -0.55721, -0.81292], [1.40284, -0.20901, -0.84661], [-0.17541, -0.67334, -2.26769], [1.78745, -2.05681, -3.54382], [4.02070, -1.72783, -2.04155], [3.38058, -0.27662, -0.10573], [0.96986, 0.41022, -0.07951], [-1.67205, -1.48265, 1.18757], [-3.06681, -1.19746, 1.20001], [-3.64155, -1.93385, 0.19874], [-2.64757, -2.65213, -0.41201], [-1.44612, -2.38515, 0.18205], [-0.92260, -1.07520, 1.84672], [-3.58149, -0.52893, 1.87062], [-4.66435, -2.01013, -0.12696], [-2.78095, -3.28326, -1.18062], [-0.53826, -2.85667, -0.15246], [2.68777, -6.67085, -0.79775], [2.00305, -6.88656, -2.02424], [1.71257, -5.65435, -2.54915], [2.19271, -4.70599, -1.69001], [2.78862, -5.31548, -0.62203], [3.06244, -7.42318, -0.12417], [1.75423, -7.83555, -2.46885], [1.20827, -5.37483, -3.45860], [2.11649, -3.70943, -1.82225], [3.23249, -4.73650, 0.16987], [-2.55966, 2.57865, -2.53136], [-2.74965, 3.45044, -1.42580], [-2.54869, 2.71191, -0.28900], [-2.24223, 1.43290, -0.66218], [-2.24811, 1.34356, -2.02525], [-2.64288, 2.82925, -3.57564], [-3.00422, 4.49630, -1.46169], [-2.59562, 2.98916, 0.75050], [-2.05117, 0.67294, -0.02815], [-2.03600, 0.41342, -2.52201], [-3.76092, -1.53504, 5.21640], [-3.66084, -1.17266, 6.58800], [-4.73074, -0.36889, 6.87737], [-5.47134, -0.23073, 5.73550], [-4.88876, -0.93897, 4.72010], [-3.08423, -2.16137, 4.65918], [-2.89191, -1.46944, 7.28125], [-5.02645, 0.11291, 7.79328], [-6.31257, 0.30872, 5.65466], [-5.32548, -0.95899, 3.73636], [7.42378, 5.57594, -0.90180], [7.11378, 4.87091, -0.03553], [5.84400, 4.24582, -0.19764], [4.79348, 4.91354, -1.36789], [3.40843, 3.79004, -0.93261], [2.03415, 4.21696, -1.51441], [1.88816, 5.70324, -1.79797], [0.56133, 5.99013, -2.08341], [4.41347, 6.08548, -0.67032], [3.68114, 2.81307, -1.33164], [3.30137, 3.74765, 0.15376], [1.82870, 3.67658, -2.44289], [1.23510, 3.93202, -0.82540], [2.47281, 6.00496, -2.67175], [2.16972, 6.29772, -0.92530]],
  "smiles": "c1cc[nH]c1.c1cc[nH]c1.c1cc[nH]c1.c1cc[nH]c1.c1cc[nH]c1.O=NOPCCCF",
  "e_homo_ev": -8.126,
  "orbital_gap_ev": 8.105,
  "charge": 0
}


Max |F| for the records above, in order: 3.195 1.696 4.033 15.199 5.989 0.988 eV/Å
Electronic energy for the records above, in order: -31255.313 -37187.038 -23894.643 -91590.195 -15546.586 -49407.735 eV